#one
C5H10INO2S | wB97M-V/def2-TZVPD

Each line ends with the Löwdin charge.
Element x y z (Å)
1 I 2.12 0.64 2.54  0.66
2 S 1.58 -0.88 0.67  0.57
3 O 0.10 -3.84 -0.25  0.22
4 O 1.90 4.21 2.16  -0.44
5 N 0.31 -1.94 1.20  -0.18
6 C -1.16 -0.86 -1.67  -0.08
7 C -0.56 0.38 -0.83  -0.41
8 C -1.36 0.65 0.52  -0.09
9 C 0.29 -3.02 0.55  -0.35
10 C 1.01 0.25 -0.67  -0.39
11 H -1.62 -0.46 -2.62  0.08
12 H -0.73 1.29 -1.50  0.14
13 H 2.34 3.50 2.61  -0.27
14 H 1.45 1.28 -0.56  0.11
15 H -0.35 -1.58 -2.00  0.07
16 H -0.71 0.78 1.43  0.03
17 H -1.92 -1.43 -1.06  0.08
18 H -2.10 1.51 0.44  0.09
19 H 1.40 -0.19 -1.65  0.10
20 H -1.99 -0.27 0.72  0.07

## Properties
net charge = 0


#two
C5H10INO2S | wB97M-V/def2-TZVPD

Each line ends with the Löwdin charge.
Element x y z (Å)
1 I 3.64 -0.63 -2.26  0.75
2 S -0.93 -1.46 2.44  0.75
3 O -1.79 -0.33 2.86  -0.53
4 O 0.49 -1.10 2.48  -0.51
5 N -0.22 0.41 -0.26  -0.13
6 C -2.21 -1.27 -0.49  -0.03
7 C -0.16 1.54 0.68  -0.03
8 C 1.11 -0.22 -0.43  -0.29
9 C 1.90 0.48 -1.62  -0.62
10 C -1.35 -0.98 0.44  -0.13
11 H 1.97 1.44 -1.31  0.00
12 H 0.86 1.90 0.77  0.09
13 H -2.26 -0.90 -1.50  0.06
14 H -0.77 2.41 0.50  0.09
15 H -0.49 0.95 1.59  0.07
16 H 1.73 0.02 0.49  0.13
17 H -0.66 0.49 -1.18  0.13
18 H 1.16 0.44 -2.47  0.05
19 H -2.98 -1.93 -0.16  0.06
20 H 0.96 -1.26 -0.59  0.09

## Properties
net charge = 0


Decreasing stability: #two, #one


#one
C4H12IO4 | wB97M-V/def2-TZVPD

Each line ends with the Löwdin charge.
Element x y z (Å)
1 I -0.74 -1.68 -1.08  -0.23
2 O 2.04 -2.13 1.10  -0.14
3 O -1.79 1.66 -1.50  -0.14
4 O 0.77 -1.74 3.73  -0.08
5 O -1.55 4.33 -2.83  -0.08
6 C -0.55 3.58 -2.14  -0.26
7 C 1.57 -3.18 1.93  -0.29
8 C 0.40 -2.74 2.77  -0.26
9 C -0.72 2.10 -2.32  -0.30
10 H -0.93 1.90 -3.38  0.12
11 H -1.66 0.70 -1.37  -0.12
12 H 0.41 3.88 -2.56  0.11
13 H 0.20 1.55 -2.09  0.10
14 H 1.26 -1.75 0.66  -0.09
15 H 0.92 -0.93 3.24  0.08
16 H 1.29 -4.05 1.32  0.11
17 H 2.40 -3.47 2.58  0.11
18 H -2.40 4.07 -2.45  0.08
19 H 0.01 -3.58 3.35  0.11
20 H -0.39 -2.36 2.12  0.07
21 H -0.55 3.85 -1.08  0.12

## Properties
net charge = -1


#two
C4H12IO4 | wB97M-V/def2-TZVPD

Each line ends with the Löwdin charge.
Element x y z (Å)
1 I -1.61 -0.20 -2.72  -0.88
2 O 1.55 -4.73 0.34  -0.07
3 O -1.00 4.91 0.45  -0.07
4 O 0.35 2.51 0.84  -0.10
5 O -1.38 -4.16 -0.34  -0.08
6 C -0.27 4.27 -0.59  -0.25
7 C -0.71 -3.67 0.77  -0.26
8 C 0.94 3.54 0.03  -0.22
9 C 0.82 -3.54 0.46  -0.26
10 H 1.51 4.23 0.65  0.12
11 H -1.23 4.31 1.16  0.08
12 H 1.43 3.08 -0.83  0.11
13 H 1.24 -2.99 1.30  0.11
14 H -0.77 -4.34 1.63  0.11
15 H 1.01 -2.90 -0.40  0.12
16 H -0.34 2.18 0.26  0.06
17 H 1.57 -4.97 -0.59  0.08
18 H -0.83 3.62 -1.26  0.11
19 H -1.32 -3.46 -0.99  0.06
20 H 0.17 5.03 -1.23  0.11
21 H -1.13 -2.71 1.06  0.11

## Properties
net charge = -1


Decreasing stability: #one, #two


#one
C3H4INO | wB97M-V/def2-TZVPD

Each line ends with the Löwdin charge.
Element x y z (Å)
1 I -3.06 0.80 0.00  0.86
2 O -0.64 -2.54 -0.01  0.17
3 N -1.45 -0.35 0.02  -0.49
4 C 1.51 0.13 0.00  -0.09
5 C -1.16 -1.51 0.00  -0.50
6 C 0.58 1.06 0.00  -0.14
7 H 0.18 1.48 0.91  0.05
8 H 1.86 -0.33 0.91  0.05
9 H 1.93 -0.26 -0.92  0.05
10 H 0.24 1.53 -0.91  0.05

## Properties
SMILES = O=C=NI.C=C
net charge = 0


#two
C3H4INO | wB97M-V/def2-TZVPD

Each line ends with the Löwdin charge.
Element x y z (Å)
1 I 3.29 0.81 0.03  0.54
2 O 2.32 -1.95 -0.06  0.04
3 N 0.56 -0.51 -0.31  0.07
4 C -1.59 0.47 -0.25  -0.08
5 C 1.78 -0.93 0.02  -0.83
6 C -0.30 0.16 0.31  -0.25
7 H -1.71 -0.31 -1.12  0.12
8 H -1.82 1.53 -0.61  0.10
9 H -0.13 0.52 1.35  0.14
10 H -2.39 0.21 0.64  0.14

## Properties
SMILES = C/C=N/C(=O)I
net charge = 0


Decreasing stability: #two, #one


#one
C14H16O2 | wB97M-V/def2-TZVPD

Each line ends with the Löwdin charge.
Element x y z (Å)
1 O -3.31 1.66 1.07  0.11
2 O -1.01 -4.13 -1.86  0.06
3 C 0.60 -0.25 -1.94  -0.33
4 C 1.89 0.47 2.71  0.00
5 C 1.29 -1.32 -1.48  -0.09
6 C -1.99 1.67 1.58  -0.17
7 C -1.20 -1.80 -2.46  0.00
8 C -1.77 0.53 2.25  0.01
9 C 0.26 2.01 1.43  -0.02
10 C 1.33 1.09 -1.96  -0.04
11 C -0.44 -2.87 -2.12  -0.26
12 C -0.91 2.47 0.99  0.06
13 C 0.90 -2.64 -1.66  0.01
14 C 0.53 0.90 2.30  -0.18
15 C -0.55 0.12 2.70  0.02
16 C -0.69 -0.43 -2.35  -0.02
17 H 2.28 1.14 3.59  0.16
18 H -0.43 -0.75 3.39  0.17
19 H 2.05 -0.58 2.85  0.09
20 H 1.26 2.34 0.93  0.17
21 H -0.73 -4.40 -1.06  0.04
22 H -1.32 0.46 -2.75  0.14
23 H 1.64 -3.35 -1.61  0.09
24 H 0.57 1.90 -1.78  0.08
25 H 1.92 1.35 -2.82  0.09
26 H -3.58 2.63 0.90  0.17
27 H -2.58 -0.19 2.52  0.17
28 H 2.01 1.13 -1.20  0.02
29 H -2.10 -1.92 -2.95  0.09
30 H -0.90 3.35 0.33  0.15
31 H 2.58 0.66 1.94  0.07
32 H 2.37 -1.24 -1.48  0.12

## Properties
<S²> = 0.767
net charge = +1
2S+1 = 2


#two
C14H16O2 | wB97M-V/def2-TZVPD

Each line ends with the Löwdin charge.
Element x y z (Å)
1 O 1.37 -4.08 -0.47  0.20
2 O 0.48 1.08 4.09  0.06
3 C 0.53 -3.11 -0.70  -0.23
4 C -1.48 -2.02 0.06  0.03
5 C 1.75 1.14 0.68  -0.05
6 C 0.98 2.29 -1.42  -0.06
7 C 1.64 0.91 2.03  -0.02
8 C -0.38 2.26 0.70  -0.06
9 C 0.80 1.93 0.03  -0.29
10 C 0.55 1.37 2.75  -0.33
11 C -0.48 2.01 2.07  -0.03
12 C -2.38 -0.05 -1.35  0.00
13 C -0.23 -1.12 -1.82  0.01
14 C -1.41 -1.11 -1.03  -0.17
15 C 0.73 -2.08 -1.66  0.05
16 C -0.57 -3.01 0.21  0.06
17 H -0.04 -0.43 -2.62  0.13
18 H -1.19 2.83 0.28  0.11
19 H 1.66 3.11 -1.64  0.09
20 H 2.44 0.43 2.59  0.12
21 H 2.16 -4.04 -1.02  0.16
22 H -3.20 0.10 -0.67  0.10
23 H -2.31 -1.94 0.75  0.14
24 H 1.64 -1.98 -2.23  0.14
25 H 2.67 0.92 0.14  0.12
26 H -2.88 -0.42 -2.27  0.13
27 H 0.07 2.71 -1.82  0.07
28 H -0.45 1.09 4.34  0.11
29 H 1.25 1.42 -2.02  0.06
30 H -0.66 -3.76 0.98  0.14
31 H -1.15 2.66 2.64  0.12
32 H -1.91 0.90 -1.60  0.09

## Properties
<S²> = 0.767
net charge = +1
2S+1 = 2


Decreasing stability: #two, #one


#one
C25H19BrFIN7O6S2V | wB97M-V/def2-TZVPD

Each line ends with the Löwdin charge.
Element x y z (Å)
1 I 2.42 -1.76 -3.38  0.88
2 Br 3.39 -1.51 1.64  0.84
3 V 0.78 0.68 0.01  0.69
4 S 0.12 3.61 3.75  0.79
5 S 1.52 1.56 2.09  0.62
6 F 0.71 -2.05 5.91  0.08
7 O 1.18 2.26 -0.99  -0.15
8 O 2.41 2.96 -2.73  0.07
9 O 0.19 -3.26 0.72  0.06
10 O -1.02 -4.15 6.59  0.08
11 O 0.56 -1.07 0.53  -0.27
12 O -3.12 -3.78 2.57  0.08
13 N 0.63 0.55 -3.20  0.02
14 N 2.90 0.42 -0.33  -0.01
15 N -1.28 -0.37 -1.34  0.08
16 N -0.91 1.55 0.59  -0.18
17 N -0.97 2.46 1.64  -0.07
18 N -2.00 -3.95 4.54  0.21
19 N -1.36 -2.37 2.98  0.02
20 C -2.22 -3.39 3.29  -0.46
21 C -1.07 -3.59 5.51  -0.41
22 C 0.19 0.95 -5.91  -0.07
23 C -2.05 1.52 -0.13  -0.10
24 C -0.23 -2.50 5.06  -0.19
25 C -3.75 -0.66 -2.59  -0.09
26 C -1.52 -1.38 -2.17  -0.15
27 C 4.64 1.66 -1.44  0.01
28 C 5.60 1.02 -0.69  -0.04
29 C 1.01 -0.07 -5.48  -0.14
30 C 3.85 -0.19 0.37  -0.71
31 C 1.18 -0.21 -4.11  -0.76
32 C -2.29 0.51 -1.09  -0.29
33 C 2.22 2.28 -1.75  -0.61
34 C -0.16 1.55 -3.63  -0.12
35 C 0.09 2.51 2.35  -1.10
36 C -0.13 -2.10 0.89  -0.62
37 C 5.20 0.08 0.24  -0.11
38 C -3.55 0.38 -1.72  -0.04
39 C -2.72 -1.57 -2.84  -0.08
40 C 3.31 1.36 -1.21  -0.18
41 C -0.38 -1.95 3.86  0.07
42 C -0.40 1.78 -4.97  -0.05
43 C -1.61 3.55 4.27  -0.42
44 C -1.40 -1.75 1.65  -0.02
45 H -0.70 -2.09 -2.30  0.09
46 H -1.48 -0.67 1.76  0.12
47 H -4.71 -0.78 -3.08  0.10
48 H 6.65 1.27 -0.79  0.11
49 H -1.04 2.61 -5.27  0.10
50 H 4.87 2.41 -2.18  0.12
51 H -2.26 -2.14 1.12  0.13
52 H 0.02 1.11 -6.97  0.10
53 H -4.33 1.09 -1.50  0.10
54 H -1.80 2.64 4.84  0.03
55 H 5.91 -0.44 0.87  0.09
56 H -2.61 -4.72 4.78  0.16
57 H -0.57 2.18 -2.85  0.12
58 H -2.84 -2.40 -3.52  0.09
59 H -2.81 2.25 0.10  0.11
60 H -1.80 4.42 4.90  0.02
61 H 0.27 -1.15 3.52  0.14
62 H -2.24 3.58 3.39  0.02
63 H 1.50 -0.74 -6.18  0.09

## Properties
<S²> = 3.787
net charge = -1
2S+1 = 4


#two
C25H19BrFIN7O6S2V | wB97M-V/def2-TZVPD

Each line ends with the Löwdin charge.
Element x y z (Å)
1 I 0.03 -2.29 -2.20  1.16
2 Br 4.15 1.97 -1.39  0.72
3 V -0.58 0.59 0.34  0.78
4 S 1.33 0.90 3.05  0.67
5 S 3.72 2.70 2.54  0.78
6 F -0.76 -5.16 -0.94  0.03
7 O 0.47 -1.08 0.90  -0.21
8 O -2.01 0.09 1.97  -0.04
9 O -3.24 -6.04 -1.86  0.08
10 O -2.10 -0.93 0.02  -0.13
11 O -5.36 -3.10 0.88  0.07
12 O 1.49 -3.00 1.38  0.01
13 N 0.28 2.68 0.95  -0.09
14 N -2.01 2.08 -0.34  0.04
15 N -3.08 -3.21 1.02  0.01
16 N -4.25 -4.59 -0.43  0.21
17 N 2.89 -0.07 0.00  0.13
18 N 0.30 0.66 -1.80  -0.01
19 N 1.47 3.05 1.43  -0.12
20 C 0.96 -0.08 -3.98  -0.15
21 C -3.13 -5.19 -0.99  -0.41
22 C -1.90 -3.72 0.50  0.03
23 C -3.82 4.04 -1.07  -0.07
24 C -1.76 3.37 -0.06  -0.26
25 C -2.65 4.38 -0.41  -0.02
26 C -0.51 3.66 0.62  -0.11
27 C 1.48 -1.82 1.03  -0.67
28 C 5.28 -0.06 0.23  -0.13
29 C -1.90 -4.67 -0.43  -0.23
30 C 3.98 -1.77 1.28  -0.01
31 C -4.08 2.71 -1.35  -0.06
32 C -3.14 1.76 -0.97  -0.09
33 C 5.21 -1.20 1.01  -0.07
34 C 0.64 1.91 -2.17  -0.15
35 C 2.84 -1.17 0.76  -0.19
36 C -3.00 -2.07 1.92  -0.01
37 C -2.36 -0.87 1.26  -0.64
38 C 1.28 1.21 -4.35  -0.07
39 C 1.12 2.23 -3.43  -0.08
40 C -4.30 -3.58 0.52  -0.47
41 C 0.47 -0.31 -2.69  -0.72
42 C 4.29 1.47 3.72  -0.47
43 C 4.07 0.43 -0.25  -0.74
44 C 2.04 2.18 2.26  -1.16
45 H 1.66 1.41 -5.34  0.11
46 H -2.39 -2.33 2.78  0.15
47 H 6.12 -1.64 1.41  0.11
48 H -4.00 -1.84 2.26  0.13
49 H -2.42 5.41 -0.17  0.11
50 H 1.07 -0.91 -4.65  0.08
51 H 5.34 1.71 3.90  0.02
52 H -5.15 -4.87 -0.80  0.16
53 H 3.73 1.53 4.65  0.02
54 H 6.21 0.42 -0.02  0.09
55 H 4.21 0.47 3.32  0.00
56 H -3.29 0.70 -1.15  0.11
57 H -4.98 2.39 -1.86  0.10
58 H -0.97 -3.30 0.89  0.13
59 H 3.86 -2.67 1.86  0.12
60 H 1.37 3.25 -3.65  0.11
61 H -0.22 4.69 0.83  0.12
62 H 0.53 2.67 -1.42  0.09
63 H -4.53 4.81 -1.35  0.10

## Properties
<S²> = 3.756
net charge = -1
2S+1 = 4


Decreasing stability: #two, #one


#one
C5H15NO | wB97M-V/def2-TZVPD

Each line ends with the Löwdin charge.
Element x y z (Å)
1 O -2.07 0.20 0.23  -0.22
2 N -0.02 -0.36 -1.19  0.01
3 C 1.02 -0.77 -0.24  -0.55
4 C 0.46 -1.79 0.74  -0.12
5 C -0.88 2.23 0.91  -0.18
6 C -2.18 1.57 0.49  -0.42
7 C 2.26 -1.28 -0.96  -0.30
8 H -2.59 2.10 -0.38  0.09
9 H 0.10 0.56 -1.63  0.02
10 H -0.36 -1.09 -1.79  0.06
11 H 3.05 -1.53 -0.24  0.04
12 H 2.03 -2.18 -1.54  0.04
13 H 2.64 -0.52 -1.65  0.01
14 H -0.13 2.24 0.12  0.02
15 H 1.26 -2.34 1.24  0.06
16 H -0.15 -1.31 1.52  0.06
17 H 1.31 0.12 0.32  0.11
18 H -1.16 -0.01 -0.42  0.03
19 H -1.04 3.28 1.17  0.05
20 H -0.45 1.74 1.79  0.06
21 H -0.17 -2.52 0.23  0.06
22 H -2.93 1.69 1.29  0.09

## Properties
<S²> = 0.750
net charge = -1
2S+1 = 2


#two
C5H15NO | wB97M-V/def2-TZVPD

Each line ends with the Löwdin charge.
Element x y z (Å)
1 O -1.08 4.88 1.26  -0.40
2 N -0.02 -0.29 -0.30  -0.22
3 C -1.25 -2.32 0.46  -0.17
4 C 1.31 0.23 -0.61  -0.29
5 C -0.93 -0.14 -1.43  -0.22
6 C 0.03 -1.70 -0.01  -0.34
7 C 2.28 0.27 0.61  -0.16
8 H 0.74 -1.77 0.90  0.12
9 H -0.88 -0.83 -2.30  0.08
10 H -1.53 -1.82 1.37  0.05
11 H 1.85 -0.40 -1.35  0.11
12 H 1.07 1.27 -0.94  0.10
13 H 0.45 -2.37 -0.84  0.12
14 H 2.67 -0.74 0.74  0.05
15 H -1.23 -3.38 0.85  0.07
16 H -1.90 4.99 0.76  -0.07
17 H -1.22 4.22 1.95  -0.07
18 H -2.05 -2.34 -0.28  0.05
19 H 2.89 1.17 0.61  0.05
20 H -1.99 -0.21 -1.19  0.04
21 H -0.92 0.87 -1.82  0.04
22 H 1.72 0.40 1.56  0.06

## Properties
<S²> = 0.750
net charge = -1
2S+1 = 2


Decreasing stability: #one, #two